#1
The following is a quantum chemistry calculation of 2 unconnected molecules or ions with the total composition CH5IN2S, from OMol25.

Positions of all 10 atoms, in Å:
C (-1.3011, -0.1545, -0.0266)
N (0.8568, -2.5935, -2.0132)
N (-0.7575, -1.1760, -0.8685)
S (0.7489, -1.3965, -0.9929)
I (1.2754, 4.4606, 2.3749)
H (-2.0368, 0.5316, -0.5459)
H (-1.9063, -0.4846, 0.7204)
H (-0.4736, 0.3966, 0.5460)
H (1.8546, -2.7306, -2.3310)
H (1.7395, 3.1468, 3.1369)

Net charge: 0
HOMO level: -9.2 eV

=====

#2
The following is a quantum chemistry calculation of CH5IN2S in the gas phase, from OMol25.

Positions of all 10 atoms, in Å:
C (-1.3263, -0.5673, -0.9285)
N (1.1312, 1.3886, 1.0327)
N (-0.6174, 0.4407, -0.1993)
S (0.9295, 0.3229, -0.2211)
I (1.6710, -1.8886, 0.9028)
H (-0.6905, -0.8386, -1.8877)
H (-1.5780, -1.4698, -0.4155)
H (-2.3699, -0.1552, -1.3083)
H (2.0255, 1.8212, 1.1854)
H (0.8248, 0.9461, 1.8394)

Net charge: 0
HOMO level (spin up / spin down): -8.6 / -8.6 eV

=====

Structures ranked by computed energy, the most stable listed first: #2, #1.

=====

#1
The following is a quantum chemistry calculation of a molecular structure, C28H35AsNO7RuS4, from OMol25.

Positions of all 77 atoms, in Å:
Ru (0.6234, -0.0409, -0.6660)
C (0.1680, 1.4517, -3.8475)
C (1.4305, 2.0540, -3.2560)
S (2.2667, 0.9693, -2.0721)
C (2.8532, -0.3710, -3.1730)
C (2.5742, -1.7522, -2.6070)
S (0.8891, -1.9588, -1.9660)
C (-0.0379, -1.7202, -3.5263)
C (-1.3171, -0.9930, -3.1759)
S (-0.9259, 0.7624, -2.5685)
H (0.4053, 0.6786, -4.5764)
H (-0.3826, 2.2266, -4.3821)
H (1.1945, 2.9482, -2.6812)
H (2.1499, 2.3383, -4.0260)
H (3.9253, -0.2290, -3.3058)
H (2.3802, -0.2304, -4.1431)
H (3.2266, -1.9712, -1.7625)
H (2.7547, -2.5134, -3.3679)
H (-0.3046, -2.7146, -3.8844)
H (0.5946, -1.2398, -4.2669)
H (-2.8506, -1.1333, -1.7880)
H (-1.9835, -0.8563, -4.0393)
O (-5.1018, 1.7916, -1.1667)
As (-3.8034, 0.5632, -0.8453)
O (-4.1836, -0.4530, -2.1860)
O (-1.8538, -1.6353, -2.1258)
C (-4.7490, -0.3638, 0.6285)
C (-6.1284, -0.5410, 0.5995)
C (-6.7983, -1.1502, 1.6480)
C (-6.0896, -1.5845, 2.7614)
C (-4.7157, -1.4258, 2.8127)
C (-4.0549, -0.8298, 1.7445)
S (-1.6835, -1.9273, 1.1981)
O (-2.4745, -2.4657, 0.1170)
O (-2.6739, -0.6866, 1.8492)
O (-0.5666, -0.9956, 0.7205)
H (-5.5842, 1.4485, -1.9310)
H (-6.6811, -0.1903, -0.2640)
H (-7.8721, -1.2833, 1.6038)
H (-6.6093, -2.0491, 3.5901)
H (-4.1409, -1.7611, 3.6670)
C (-1.0880, 3.2165, 1.8601)
C (-0.0912, 4.0032, 1.0141)
C (0.1682, 3.0412, -0.1335)
O (-0.0504, 1.7198, 0.3934)
C (-0.5498, 1.8059, 1.7662)
H (-2.0846, 3.2584, 1.4168)
H (-1.1457, 3.5617, 2.8911)
H (0.8287, 4.1770, 1.5750)
H (-0.4764, 4.9591, 0.6625)
H (1.1902, 3.1042, -0.5126)
H (-0.5437, 3.1868, -0.9519)
H (0.2847, 1.6322, 2.4462)
H (-1.3043, 1.0391, 1.8809)
C (3.0326, 2.2263, 3.6533)
C (2.6038, 0.9343, 3.9339)
C (2.3162, 0.0540, 2.9059)
C (2.4463, 0.4560, 1.5740)
C (2.8937, 1.7430, 1.2969)
C (3.1814, 2.6218, 2.3328)
N (2.0909, -0.4628, 0.5493)
C (2.7102, -1.7275, 0.6995)
C (1.9770, -2.9111, 0.7221)
C (2.6333, -4.1316, 0.8200)
C (4.0154, -4.1872, 0.9050)
C (4.7497, -3.0055, 0.9105)
C (4.1046, -1.7860, 0.8162)
H (3.2558, 2.9143, 4.4578)
H (2.4815, 0.6134, 4.9602)
H (1.9605, -0.9460, 3.1196)
H (3.0369, 2.0527, 0.2719)
H (3.5349, 3.6193, 2.1022)
H (0.8995, -2.8659, 0.6859)
H (2.0499, -5.0430, 0.8396)
H (4.5195, -5.1416, 0.9801)
H (5.8288, -3.0362, 0.9903)
H (4.6705, -0.8618, 0.8252)

Multiplicity: 2
Net charge: 0
HOMO level (spin up / spin down): -6.8 / -6.8 eV

=====

#2
The following is a quantum chemistry calculation of a molecular structure, C28H35AsNO7RuS4, from OMol25.

Positions of all 77 atoms, in Å:
Ru (0.1998, -0.1543, -0.4124)
C (1.0772, -2.5497, -3.0655)
C (1.4360, -1.2833, -3.8551)
S (0.9633, 0.3157, -3.1286)
C (-0.4452, 0.8050, -4.1843)
C (-1.7509, 1.2033, -3.4866)
S (-2.3319, 0.2195, -2.0909)
C (-2.7933, -1.3462, -2.8624)
C (-1.6399, -2.2236, -3.3296)
S (-0.3919, -2.4670, -2.0368)
H (1.8784, -2.8359, -2.3845)
H (0.9560, -3.3809, -3.7627)
H (1.0201, -1.3079, -4.8619)
H (2.5191, -1.2430, -3.9476)
H (-0.6249, -0.0054, -4.8860)
H (-0.1141, 1.6579, -4.7793)
H (-2.5424, 1.2441, -4.2388)
H (-1.6675, 2.2085, -3.0709)
H (-3.4799, -1.1551, -3.6899)
H (-3.3600, -1.8666, -2.0904)
H (-1.1538, -1.7935, -4.2017)
H (-2.0325, -3.1971, -3.6304)
O (3.4793, -0.7471, -1.6678)
As (3.0861, -1.7304, -0.2612)
O (3.5597, -3.2573, -0.5423)
O (1.3899, -1.6633, -0.0287)
C (3.9972, -0.9246, 1.2244)
C (5.0421, -1.6922, 1.7342)
C (5.8510, -1.1854, 2.7388)
C (5.6306, 0.0968, 3.2205)
C (4.5943, 0.8632, 2.7108)
C (3.7690, 0.3568, 1.7135)
S (2.4121, 1.4770, 1.2361)
O (2.0232, 0.8529, -0.1569)
O (3.1182, 2.7460, 1.0082)
O (-0.0752, -0.4070, 2.3000)
H (3.1994, 0.1592, -1.4343)
H (5.2077, -2.6810, 1.3235)
H (6.6592, -1.7863, 3.1351)
H (6.2717, 0.5054, 3.9913)
H (4.4283, 1.8729, 3.0651)
C (-3.7200, -2.3184, 2.0335)
C (-2.4776, -3.2127, 2.2214)
C (-1.6958, -3.0277, 0.9234)
O (-2.0523, -1.7267, 0.4538)
C (-3.4467, -1.5744, 0.7188)
H (-3.8206, -1.6142, 2.8544)
H (-4.6415, -2.8966, 1.9753)
H (-2.7355, -4.2583, 2.3831)
H (-1.8888, -2.8828, 3.0783)
H (-1.9848, -3.7802, 0.1798)
H (-0.6125, -3.0501, 1.0318)
H (-4.0251, -2.0265, -0.0974)
H (-3.6698, -0.5101, 0.7593)
C (0.8756, 5.3151, -0.1777)
C (0.7883, 4.4506, -1.2593)
C (0.2819, 3.1747, -1.0913)
C (-0.1274, 2.7293, 0.1620)
C (-0.0366, 3.6040, 1.2459)
C (0.4587, 4.8847, 1.0719)
N (-0.6126, 1.4009, 0.3122)
C (-1.5065, 1.2247, 1.4020)
C (-2.6798, 1.9678, 1.4804)
C (-3.5278, 1.8581, 2.5723)
C (-3.1970, 1.0036, 3.6136)
C (-2.0393, 0.2421, 3.5429)
C (-1.2095, 0.3354, 2.4371)
H (1.2764, 6.3118, -0.3061)
H (1.1204, 4.7688, -2.2393)
H (0.2287, 2.4979, -1.9300)
H (-0.3285, 3.2688, 2.2320)
H (0.5428, 5.5420, 1.9275)
H (-2.9034, 2.6540, 0.6729)
H (-4.4332, 2.4484, 2.6151)
H (-3.8383, 0.9220, 4.4814)
H (-1.7755, -0.4339, 4.3497)
H (0.0482, -0.9923, 3.0552)

Multiplicity: 2
Net charge: 0
HOMO level (spin up / spin down): -7.7 / -7.8 eV

=====

Structures ranked by computed energy, the most stable listed first: #1, #2.

=====

#1
The following is a quantum chemistry calculation of 2 unconnected molecules or ions with the total composition C4H13N2O2, from OMol25.

Positions of all 21 atoms, in Å:
C (0.0526, -0.4378, -0.6920)
N (0.7733, -0.4589, 0.6763)
C (1.7032, -1.6259, 0.4864)
O (2.6219, -1.3652, -0.4382)
C (-1.4157, -0.2227, -0.5843)
N (-1.7316, 1.2548, -0.5857)
C (-3.0256, 1.6691, 0.0533)
H (0.4537, 0.3473, -1.2945)
H (0.1924, -1.3948, -1.3403)
H (1.2647, 0.3583, 0.5923)
H (2.0901, -1.8474, 1.4321)
H (1.2294, -2.5894, 0.3219)
H (-2.0606, -0.6817, -1.4737)
H (-1.8418, -0.9229, 0.3097)
H (-0.8546, 1.8442, -0.1396)
H (-3.7495, 0.8784, -0.4135)
H (-3.0567, 1.5342, 1.1646)
H (-3.1897, 2.6065, -0.4641)
H (3.2477, -0.1734, 0.2343)
H (3.3586, 0.9576, 1.2728)
O (3.9383, 0.2697, 0.8823)

Multiplicity: 2
Net charge: 0
HOMO level (spin up / spin down): -8.9 / -8.9 eV

=====

#2
The following is a quantum chemistry calculation of 2 unconnected molecules or ions with the total composition C4H13N2O2, from OMol25.

Positions of all 21 atoms, in Å:
C (-0.5306, 0.7741, 1.2329)
N (0.6342, -0.2253, 1.0417)
C (0.0710, -1.6180, 1.5165)
O (-0.9994, -1.8485, 0.7184)
C (-0.1867, 2.0166, 0.3467)
N (-0.3668, 1.7666, -1.1179)
C (0.7996, 1.3103, -1.8996)
H (-1.4666, 0.2642, 1.0631)
H (-0.3583, 1.2557, 2.2090)
H (0.6610, -0.3084, 0.0171)
H (0.8900, -2.2625, 1.2797)
H (-0.2497, -1.4566, 2.5422)
H (-0.8857, 2.8011, 0.4707)
H (0.8299, 2.2298, 0.6539)
H (-1.1756, 1.1820, -1.2514)
H (0.5632, 1.0277, -2.9248)
H (1.4481, 2.2048, -1.9293)
H (1.4981, 0.5889, -1.4820)
H (-0.8886, -2.9339, -0.2361)
H (0.2534, -3.1565, -1.2825)
O (-0.5407, -3.6119, -0.9683)

Multiplicity: 2
Net charge: 0
HOMO level (spin up / spin down): -9.0 / -9.0 eV

=====

Structures ranked by computed energy, the most stable listed first: #2, #1.

=====

#1
The following is a quantum chemistry calculation of C4H5NOS in the gas phase, from OMol25.

Positions of all 12 atoms, in Å:
C (0.5887, 1.1673, -0.0282)
C (1.9500, 1.0686, 0.0373)
C (-0.0055, -0.1310, -0.0442)
C (-1.5028, -0.4287, -0.0733)
N (0.8941, -1.0740, -0.0058)
O (-1.9989, -1.7834, -0.0297)
S (2.4206, -0.5718, 0.0656)
H (0.0786, 2.1095, -0.0635)
H (2.7047, 1.8239, 0.0609)
H (-1.9386, 0.1330, 0.7708)
H (-1.9046, 0.0279, -0.9894)
H (-1.2864, -2.3415, 0.2994)

Structure (SMILES): OCc1ccsn1
Net charge: 0
HOMO level: -9.5 eV

=====

#2
The following is a quantum chemistry calculation of C4H5NOS in the gas phase, from OMol25.

Positions of all 12 atoms, in Å:
C (0.8796, -0.1431, -0.5509)
C (0.2530, -0.5334, 0.6162)
C (1.4104, 1.0844, -0.5750)
C (-0.9537, -1.0155, 0.4657)
N (-2.0756, -1.1103, -0.1845)
O (1.4880, 1.8267, 0.5773)
S (-3.3122, 0.0029, -0.3042)
H (0.6766, -0.5906, -1.4759)
H (0.7575, -0.4576, 1.5865)
H (1.9006, 1.6581, -1.3058)
H (-2.1919, -2.1024, -0.2861)
H (1.1676, 1.3808, 1.4366)

Structure (SMILES): O/C=C\C=C=[NH+][S-]
Net charge: 0
HOMO level (spin up / spin down): -8.0 / -8.0 eV

=====

Structures ranked by computed energy, the most stable listed first: #1, #2.

=====

#1
The following is a quantum chemistry calculation of C4H5NOS in the gas phase, from OMol25.

Positions of all 12 atoms, in Å:
C (-1.7352, -0.9176, -0.0078)
C (-0.9693, 0.1766, 0.0012)
C (1.2205, -0.8906, -0.0059)
C (0.9822, 1.5784, -0.0008)
H (-2.8294, -0.7733, 0.0075)
H (-1.3601, -1.9382, 0.0284)
H (-1.4725, 1.1643, -0.0112)
H (0.5895, -1.7798, -0.0093)
H (0.1530, 2.3179, 0.0026)
N (0.4415, 0.2598, -0.0019)
O (2.1450, 1.8585, -0.0018)
S (2.8347, -1.0560, -0.0009)

Structure (SMILES): C=CN(C=O)C=S
Net charge: 0
HOMO level: -8.6 eV

=====

#2
The following is a quantum chemistry calculation of C4H5NOS in the gas phase, from OMol25.

Positions of all 12 atoms, in Å:
C (-0.0759, -0.2470, -0.8723)
C (-1.3819, -0.6938, -0.3220)
C (-1.3705, -0.2344, 0.9287)
C (0.6176, 0.3923, 0.1232)
H (1.2323, 0.0788, -2.2728)
H (-2.1247, -1.2303, -0.9471)
H (-2.1736, -0.3815, 1.6560)
H (0.0680, 0.7972, 2.1133)
H (2.8821, 0.3004, 0.2698)
N (-0.1516, 0.2872, 1.2844)
O (0.4101, -0.4321, -2.1417)
S (2.0682, 1.3632, 0.1805)

Structure (SMILES): Oc1cc[nH]c1S
Net charge: 0
HOMO level: -8.1 eV

=====

#3
The following is a quantum chemistry calculation of 2 unconnected molecules or ions with the total composition C4H5NOS, from OMol25.

Positions of all 12 atoms, in Å:
C (0.7005, -0.6680, 0.5441)
C (1.6426, 0.3836, 0.4526)
C (-1.3656, 0.0355, -1.5102)
C (-0.5690, -0.5846, 0.9112)
N (-1.2788, 1.1749, -1.1877)
O (-1.4192, -1.0664, -1.8457)
S (1.2150, 1.9642, 0.6239)
H (1.1160, -1.7744, 0.4335)
H (2.5908, 0.0132, 0.3410)
H (-1.0685, -1.5770, 0.9798)
H (-0.9825, 0.3383, 1.0555)
H (-0.5811, 1.7607, -0.7980)

Structure (SMILES): C=CC=S.N=C=O
Net charge: 0
HOMO level (spin up / spin down): -9.3 / -9.3 eV

=====

#4
The following is a quantum chemistry calculation of C4H5NOS in the gas phase, from OMol25.

Positions of all 12 atoms, in Å:
C (0.1509, 1.2810, 0.1829)
C (-0.3922, -0.8214, -0.4275)
C (0.9755, -1.4237, -0.0184)
C (0.5120, -0.1332, 0.6254)
H (-1.6825, 1.8828, -0.8209)
H (-0.3677, -0.0872, -1.4033)
H (1.2510, -2.4659, 0.6333)
H (1.9863, -1.4167, -0.6494)
H (0.0503, -0.2744, 1.6476)
N (-1.3073, 1.4121, 0.2528)
O (0.9544, 2.1578, -0.1117)
S (-2.1306, -0.1110, 0.0892)

Structure (SMILES): O=C1NS[C@@H]2C[C@@H]12
Net charge: 0
HOMO level: -9.0 eV

=====

Structures ranked by computed energy, the most stable listed first: #2, #1, #3, #4.